1.
30
Properties=species:S:1:pos:R:3:nbo_charge:R:1 method="wB97M-V/def2-TZVPD" energy_ev=-14989.5812 smiles="[H]/N=C/N(/N=N/[H])[NH+](C(C)C)C(C)C" gap_ha=0.373 e_homo_ev=-13.2 charge=+1
C -1.2113 1.7504 -0.8898 0.2409
C 1.3265 -0.5880 -2.1693 -0.6313
C 0.6786 -2.6132 -0.7401 -0.6361
C -1.7821 -0.9625 1.5701 -0.6336
C -0.0161 0.6528 2.2018 -0.6534
C 1.0647 -1.0694 -0.7268 -0.0480
C -0.3274 -0.5249 1.3113 -0.0548
N -1.2158 2.9613 -1.1045 -0.5724
N 1.3732 3.0147 -0.4337 -0.2562
N 1.1849 1.8716 0.0012 -0.0066
N 0.0561 1.0756 -0.6222 -0.2089
N -0.1043 -0.2347 -0.1946 -0.2112
H -2.0155 1.0374 -0.5763 0.1418
H 0.4384 -0.8828 -2.7768 0.2123
H 1.5494 0.4665 -2.1007 0.2389
H 2.1304 -1.2663 -2.6278 0.2511
H -0.3906 -2.6849 -0.6317 0.2137
H 1.1268 -3.3087 0.1451 0.2477
H 1.0735 -3.0643 -1.5995 0.2449
H -2.4938 -0.1475 1.8673 0.2376
H -2.1834 -1.3949 0.6728 0.2038
H -1.7579 -1.7954 2.3433 0.2564
H -0.5867 1.5552 1.8696 0.2162
H 0.9585 1.1052 2.1127 0.2506
H -0.2808 0.5644 3.2862 0.2644
H 2.0297 -0.6232 -0.2446 0.2597
H 0.2345 -1.3656 1.5884 0.2331
H -2.1411 3.4399 -0.8922 0.3917
H 2.1943 3.4227 0.0753 0.3726
H -0.9125 -0.3914 -0.7145 0.4352

2.
28
Properties=species:S:1:pos:R:3:nbo_charge:R:1 method="wB97M-V/def2-TZVPD" energy_ev=-13691.9492 smiles="C=CCC(=C)CC.O.O.O" gap_ha=0.364 e_homo_ev=-9.6
C 2.3121 -0.0876 -2.7004 -0.5955
C 1.4447 -0.8412 -1.6708 -0.4415
C 0.2094 -0.0789 -1.2402 0.0423
C 0.2195 1.2313 -1.0775 -0.4299
C -0.9977 -0.9299 -0.9459 -0.4871
C -0.7671 -1.8273 0.2351 -0.1680
C -1.5993 -2.0101 1.2561 -0.3900
H 3.0100 -0.8283 -3.0912 0.2085
H 1.6659 0.1739 -3.5257 0.2098
H 2.8379 0.7536 -2.2676 0.2026
H 2.0666 -1.1908 -0.8368 0.2128
H 1.1400 -1.7534 -2.1774 0.2056
H -0.6154 1.8877 -0.8403 0.2007
H 1.1101 1.8427 -1.1503 0.1871
H -1.2236 -1.5665 -1.7970 0.2211
H -1.8921 -0.3309 -0.7608 0.2266
H 0.2380 -2.2051 0.3601 0.1908
H -1.4642 -2.7902 1.9883 0.2071
H -2.5684 -1.4928 1.2918 0.1891
H 0.8909 1.7494 1.3111 0.4779
H 0.5229 3.1141 1.9272 0.4748
O 0.1784 2.2310 1.7455 -0.9497
H -0.2032 0.1700 4.1368 0.4749
H 1.1905 -0.2683 3.7026 0.4654
O 0.4786 -0.4877 4.3209 -0.9394
H -2.7778 2.4973 0.1417 0.4695
H -2.3177 1.2748 0.9857 0.4801
O -3.0892 1.7633 0.6791 -0.9458

3.
30
Properties=species:S:1:pos:R:3:nbo_charge:R:1 method="wB97M-V/def2-TZVPD" energy_ev=-17785.6656 smiles="C=C/C=C/CCC=O.O.O.O.O" gap_ha=0.367 e_homo_ev=-9.6
O 3.1542 0.9885 -0.2782 -0.5456
C 2.0474 1.1508 -0.7184 0.4659
C 1.1949 2.4061 -0.6184 -0.5221
C 0.2961 2.3155 0.5972 -0.4546
C -0.3700 0.9635 0.7574 -0.2041
C -1.4410 0.7352 1.5398 -0.2166
C -1.8002 -0.6796 1.6216 -0.2557
C -1.0526 -1.5604 2.2618 -0.3413
H 1.5516 0.3474 -1.3299 0.0974
H 2.0716 3.1077 -0.6292 0.2379
H 0.6089 2.4751 -1.5347 0.2399
H 0.9264 2.5016 1.4892 0.2276
H -0.3692 3.2245 0.5981 0.2301
H 0.0357 0.0511 0.3102 0.2056
H -1.8461 1.6108 2.0209 0.2202
H -2.7161 -1.1305 1.1627 0.2001
H -1.0584 -2.6192 2.4911 0.2319
H -0.0663 -1.1698 2.5673 0.1692
H -2.8448 -0.6073 -1.8994 0.4579
H -2.5131 -1.9302 -1.4630 0.4688
O -2.6942 -1.4741 -2.3098 -0.9250
H -1.5345 1.5375 -1.9183 0.4615
H -1.3319 1.1265 -3.3190 0.4739
O -1.4437 1.9325 -2.7962 -0.9311
H 3.7715 -1.5164 -0.4293 0.4945
H 2.9289 -1.8070 0.8630 0.4746
O 3.0191 -2.0046 -0.0787 -0.9663
H 0.9349 -2.6608 0.4827 0.4865
H 0.2529 -3.9642 -0.0891 0.4806
O 0.2882 -3.3502 0.6484 -0.9618

4.
26
Properties=species:S:1:pos:R:3:nbo_charge:R:1 method="wB97M-V/def2-TZVPD" energy_ev=-16831.6456 gap_ha=0.444 e_homo_ev=-15.0 charge=+1
C 0.6354 -1.5473 2.6913 -0.6089
C 1.8016 0.4066 1.3884 -0.6053
C 0.4460 0.3928 -2.5598 -0.9467
C -2.2409 -0.1381 -1.8498 -0.9217
C -0.9685 1.9221 -0.4309 -0.9518
C 0.1209 -1.0961 0.4237 -0.5087
C 0.4843 -0.4072 1.6477 -0.2680
P -0.6119 0.2528 -1.0700 1.3798
H -0.1233 -2.3501 2.6153 0.2190
H 0.7576 -1.2664 3.6976 0.2424
H 1.6092 -1.9271 2.5184 0.2189
H 2.1564 0.9319 2.2548 0.2332
H 1.6836 1.0931 0.6481 0.1878
H 2.5863 -0.2944 1.1838 0.2159
H 1.4264 0.6328 -2.6358 0.2663
H -0.1035 1.2877 -3.0416 0.2565
H 0.3199 -0.5751 -3.2559 0.2786
H -2.7340 0.6986 -2.4385 0.2796
H -2.8841 -0.4667 -1.1334 0.2504
H -2.0079 -1.0209 -2.4927 0.2566
H -1.8339 1.9921 0.0880 0.2563
H -1.0215 2.6596 -1.2990 0.2770
H -0.0804 2.1960 0.2777 0.2655
H 0.7760 -1.9094 -0.0666 0.2663
H -0.8125 -1.6864 0.8201 0.2518
H -0.3401 0.3607 1.8437 0.2094

5.
27
Properties=species:S:1:pos:R:3:nbo_charge:R:1 method="wB97M-V/def2-TZVPD" energy_ev=-29221.7097 smiles=CCCCC.CSSC gap_ha=0.358 e_homo_ev=-9.0
C 3.4518 1.6496 3.7401 -0.6038
C 3.1983 -1.4126 -0.3061 -0.6027
C 2.7475 0.4529 3.1009 -0.3899
C 2.6203 -1.0839 1.0703 -0.3901
C 3.3124 0.1099 1.7243 -0.3932
H 4.5269 1.4351 3.8611 0.2009
H 3.3407 2.5403 3.0990 0.2027
H 3.0240 1.8742 4.7316 0.2065
H 3.0852 -0.5470 -0.9802 0.2030
H 4.2714 -1.6522 -0.2181 0.1999
H 2.6804 -2.2774 -0.7540 0.2077
H 2.8510 -0.4304 3.7601 0.1920
H 1.6672 0.6726 2.9996 0.1929
H 2.7240 -1.9645 1.7330 0.1914
H 1.5402 -0.8616 0.9725 0.1948
H 3.2088 0.9918 1.0633 0.1949
H 4.3925 -0.1111 1.8238 0.1902
S 0.4790 4.4610 0.5005 0.0933
S -0.3628 2.7565 -0.2350 0.0908
C -0.3238 4.6177 2.1107 -0.7619
C -1.8918 3.3743 -0.9714 -0.7612
H 0.1031 5.5051 2.6075 0.2301
H -0.1336 3.7346 2.7435 0.2247
H -1.4142 4.7564 2.0188 0.2161
H -2.5636 3.8210 -0.2192 0.2160
H -1.6880 4.1266 -1.7519 0.2251
H -2.4052 2.5157 -1.4358 0.2298

6.
43
Properties=species:S:1:pos:R:3:nbo_charge:R:1 method="wB97M-V/def2-TZVPD" energy_ev=-79515.1086 gap_ha=0.257 e_homo_ev=-16.8 charge=+2
W -0.3960 0.8684 -1.0498 2.1626
O 0.9696 -2.3322 -1.8392 -0.9936
P 0.7761 -1.3837 -3.0873 2.5442
O 1.6571 -1.5601 -4.2088 -0.9751
O 0.6782 0.0614 -2.4269 -0.9752
O -0.8535 -1.5535 -3.4134 -1.0362
P -1.8794 -0.8127 -2.4846 2.6015
O -3.2478 -1.4849 -2.5958 -0.9474
O -1.3174 -0.8889 -1.0179 -0.9706
O -1.8285 0.7114 -2.6239 -1.0012
H 1.4654 -3.1336 -2.0748 0.5499
H -3.5819 -1.8402 -3.4356 0.5745
C 2.5414 2.3946 1.0119 -0.6439
C 2.3988 0.9702 0.5431 0.1209
C 2.6186 -0.0888 1.5907 -0.6387
O 0.9865 0.8087 0.0431 -0.5285
P -1.5933 0.4695 2.3182 1.3767
S -2.0792 1.0606 4.0060 -0.1240
S -2.0601 1.5243 0.6714 -0.2555
O -0.8276 -0.7879 1.9074 -0.8690
C -0.5126 -2.1469 2.5878 0.1613
C -0.5949 -3.1396 1.4620 -0.6448
C -1.4474 -2.4084 3.7339 -0.6687
H 3.5950 2.5753 1.2273 0.2693
H 1.9728 2.5696 1.9253 0.2279
H 2.2349 3.1044 0.2446 0.2356
H 2.9809 0.7754 -0.3596 0.2286
H 1.9742 0.0812 2.4545 0.2152
H 3.6528 -0.0234 1.9295 0.2681
H 2.4559 -1.0883 1.1890 0.2309
H 0.5123 -1.9899 2.9185 0.2128
H -1.6251 -3.2665 1.1293 0.2304
H -0.2349 -4.1009 1.8309 0.2574
H 0.0265 -2.8366 0.6213 0.2270
H -2.4874 -2.4287 3.4031 0.2313
H -1.3285 -1.6995 4.5490 0.2413
H -1.2099 -3.4002 4.1220 0.2687
B -0.8077 4.8188 -3.1373 -0.6481
C -0.5388 3.6417 -2.3144 0.7272
N -0.3634 2.6708 -1.6245 -0.7453
H -1.2929 5.5231 -2.2528 0.1931
H 0.2324 5.2938 -3.5168 0.1609
H -1.6214 4.4725 -3.9563 0.1486

7.
31
Properties=species:S:1:pos:R:3:nbo_charge:R:1 method="wB97M-V/def2-TZVPD" energy_ev=-31653.2567 smiles="CC(C)(C)P(F)(F)=[NH+][Si](C)(C)C" gap_ha=0.346 e_homo_ev=-14.0 charge=+1
C 1.3719 -0.2648 2.3189 -0.6274
C 2.9988 -1.4999 0.8285 -0.6523
C 2.9201 1.0706 0.8096 -0.5993
C -2.3993 -0.6388 -2.6380 -1.0515
C -2.4317 -0.3700 0.7781 -1.1873
C -3.0442 2.0306 -1.1143 -1.0554
C 2.1133 -0.2736 0.9734 -0.2989
N -0.2059 0.6075 -0.8630 -1.3422
F 0.2038 -1.7603 -0.1935 -0.5253
F 1.8062 -0.9789 -2.1604 -0.5579
Si -2.1286 0.3006 -0.9131 1.6971
P 0.9143 -0.4184 -0.4857 2.3186
H 2.1136 -0.1498 3.0649 0.2535
H 0.9028 -1.3378 2.4896 0.2370
H 0.5904 0.5512 2.3690 0.2320
H 2.4808 -2.5185 0.9565 0.2426
H 3.9187 -1.4997 1.4872 0.2585
H 3.3717 -1.5109 -0.1108 0.2332
H 2.7477 1.6170 1.7835 0.2424
H 3.9183 0.8387 0.5810 0.2444
H 2.4130 1.6176 -0.0083 0.2003
H -1.5289 -0.7202 -3.2425 0.2542
H -2.9029 -1.5287 -2.5021 0.2449
H -3.0024 0.1390 -3.2465 0.2545
H -3.3020 0.1525 1.3394 0.2819
H -2.7112 -1.4180 0.7412 0.2705
H -1.6188 -0.3742 1.4896 0.2535
H -3.3684 2.2789 -0.1149 0.2440
H -2.2882 2.5973 -1.5292 0.2273
H -3.9613 1.9924 -1.7673 0.2694
H 0.1082 1.4684 -1.1212 0.4377

8.
49
Properties=species:S:1:pos:R:3:nbo_charge:R:1 method="wB97M-V/def2-TZVPD" energy_ev=-59078.6552 gap_ha=0.306 e_homo_ev=-12.5 charge=+1
N -0.6742 2.3646 3.9287 -0.7869
C -0.5370 1.4903 2.9397 0.5709
N 0.1916 0.3300 3.1845 -0.3994
C 0.1321 -0.2702 2.0079 0.1041
S 0.9807 -1.8591 1.9376 2.3856
O 1.1156 -2.3483 0.6131 -0.8737
O 2.1879 -1.8043 2.6660 -0.8353
F 0.0218 -2.8434 2.7364 -0.4412
N -0.5648 0.3828 1.0825 -0.3131
N -0.9804 1.5082 1.6841 -0.3275
H -0.4966 3.3476 3.7815 0.4378
H -0.8748 1.9902 4.8470 0.4613
H -0.7302 0.0762 0.1289 0.4748
H -1.5386 2.2516 1.2384 0.4716
C 1.6730 -4.9391 -1.1813 -0.4938
N 1.4553 -6.3209 -1.6871 0.5318
O 2.4030 -7.0798 -1.6752 -0.3676
O 0.3364 -6.5904 -2.0785 -0.3847
H 2.7073 -4.8405 -0.8683 0.2293
H 1.4488 -4.2536 -1.9947 0.2520
H 1.0005 -4.7874 -0.3421 0.2274
C 2.8981 1.7403 6.3129 -0.4812
N 1.6228 2.2014 5.7048 0.5461
O 1.6826 3.1053 4.8886 -0.3817
O 0.6056 1.6351 6.0721 -0.4001
H 3.7113 2.3259 5.8980 0.2400
H 2.8203 1.8896 7.3867 0.2489
H 3.0141 0.6868 6.0694 0.2478
C -4.6803 3.8000 -0.3622 -0.4875
N -3.5045 3.1406 0.2598 0.5514
O -3.7109 2.3533 1.1589 -0.3657
O -2.3988 3.4392 -0.1811 -0.4135
H -5.5802 3.4427 0.1264 0.2456
H -4.5641 4.8722 -0.2239 0.2518
H -4.6811 3.5357 -1.4184 0.2695
C -0.8391 2.7470 -3.4524 -0.4878
N -2.1190 2.8007 -4.2112 0.5360
O -3.1564 2.7711 -3.5690 -0.4094
O -2.0372 2.8694 -5.4137 -0.3370
H -1.0669 2.6883 -2.3928 0.2143
H -0.2982 1.8637 -3.7827 0.2390
H -0.2843 3.6537 -3.6781 0.2460
C 1.6941 -3.6925 -5.9578 -0.4857
N 2.1726 -2.8827 -4.8041 0.5399
O 3.1807 -2.2296 -4.9546 -0.3497
O 1.5099 -2.9353 -3.7812 -0.4189
H 2.3758 -3.5485 -6.7891 0.2375
H 1.6798 -4.7332 -5.6439 0.2438
H 0.6959 -3.3448 -6.2102 0.2374

9.
29
Properties=species:S:1:pos:R:3:nbo_charge:R:1 method="wB97M-V/def2-TZVPD" energy_ev=-12586.1639 gap_ha=0.384 e_homo_ev=-13.0 charge=+1
C 1.6839 1.6342 0.2614 -0.5956
C 2.8568 -0.4269 -0.4537 -0.6247
C -1.7916 -1.3789 1.3614 -0.6539
C -1.5455 1.0916 1.3033 -0.6516
C 1.5697 0.1369 0.1173 -0.3150
C -1.3716 -0.2094 0.5252 0.1304
C 0.3699 -0.4407 -0.6169 0.5468
N -0.1323 0.2693 -1.8058 -0.8678
N -2.3049 -0.2302 -0.6420 -0.7723
O 0.4110 -1.7332 -0.8787 -0.7025
H 0.8324 1.9969 0.8562 0.2156
H 1.7130 2.0153 -0.7192 0.1996
H 2.6859 1.9015 0.6407 0.2437
H 3.6146 0.2580 -0.4031 0.2309
H 3.3190 -1.3373 -0.0424 0.2333
H 2.8197 -0.6136 -1.6554 0.2001
H -1.3952 -1.2057 2.2873 0.2314
H -2.8186 -1.4089 1.3555 0.2092
H -1.4531 -2.3754 0.9276 0.2280
H -0.6540 1.4336 1.6360 0.2261
H -2.0089 1.8683 0.6702 0.2069
H -2.2169 0.9298 2.1531 0.2334
H 1.5185 -0.3896 1.0704 0.2235
H 0.0674 -0.2242 -2.6130 0.4007
H 0.3062 1.1445 -2.0708 0.4100
H -1.5996 0.1436 -1.4509 0.4485
H -2.9458 0.5353 -0.4388 0.4250
H -2.6688 -1.1895 -0.7158 0.4362
H 1.1386 -2.1953 -0.6590 0.5041

10.
31
Properties=species:S:1:pos:R:3:nbo_charge:R:1 method="wB97M-V/def2-TZVPD" energy_ev=-23928.8542 smiles="CCN[P@](C)(=NC)OCCOC" gap_ha=0.340 e_homo_ev=-8.5
C -3.0407 0.6265 -0.8834 -0.6349
C 0.7175 -1.3344 2.8783 -0.4030
C 0.5729 3.0032 0.1498 -0.2489
C 0.3834 -3.0265 -0.7379 -0.9809
C -2.0502 0.0136 0.2582 -0.1966
C 1.5091 1.5577 -1.4966 -0.1022
C 2.1029 0.5208 -0.5370 -0.0943
N 1.0847 -1.0178 1.5004 -1.1137
N -1.0512 -0.7936 -0.4726 -1.0037
O 1.4453 2.8920 -0.9534 -0.5336
O 1.5936 -0.7691 -0.8528 -0.8196
P 0.5482 -1.3983 0.1111 2.1728
H -3.7216 -0.1273 -1.3399 0.2064
H -3.7709 1.2444 -0.3167 0.2095
H -2.4761 1.2864 -1.6574 0.2198
H 0.6024 -0.3052 3.3451 0.1924
H 1.5213 -1.7787 3.4355 0.1871
H -0.1349 -2.0866 2.8655 0.1779
H 0.8509 2.2698 1.0083 0.1600
H -0.4747 2.6513 -0.0669 0.1611
H 0.6472 4.0173 0.4677 0.1997
H 0.4278 -2.8474 -1.7188 0.2368
H 1.2711 -3.6321 -0.3787 0.2402
H -0.3896 -3.6781 -0.5368 0.2363
H -1.6566 0.8346 0.7912 0.1935
H -2.6238 -0.6214 0.9329 0.1726
H 0.5003 1.1453 -1.7826 0.1833
H 2.0503 1.5297 -2.5525 0.1932
H 1.8569 0.7301 0.4298 0.2141
H 3.2808 0.4325 -0.7060 0.1856
H -1.5763 -1.3385 -1.1841 0.3889

11.
30
Properties=species:S:1:pos:R:3:nbo_charge:R:1 method="wB97M-V/def2-TZVPD" energy_ev=-13518.0276 gap_ha="0.280 / 0.280" e_homo_ev="-11.0 / -11.0" charge=+1
C 0.8628 1.0908 1.0803 -0.3204
C 1.0347 -0.9919 -0.0830 0.4536
C 0.3325 0.2741 -0.1683 -0.0322
C 0.6925 -2.1589 0.8253 -0.7231
C -1.9064 -0.8061 -1.1047 -0.6430
C -2.0458 1.6109 -0.0504 -0.6359
C -1.4033 0.1651 -0.0152 0.2175
N 2.2082 1.6487 0.6183 -0.7564
N 2.2542 -1.1413 -0.7232 -0.7953
N -1.4534 -0.4846 1.3037 -0.8954
N 0.7788 0.9779 -1.3896 -0.9055
H 0.9984 0.5844 2.0219 0.1971
H 1.3588 -2.0501 1.6198 0.2411
H 0.9985 -3.0574 0.3087 0.2394
H -0.4184 -2.0138 1.1275 0.3047
H -2.9247 -1.1746 -0.9392 0.2392
H -1.2010 -1.6085 -1.0310 0.2041
H -1.8242 -0.3764 -2.0992 0.2208
H -3.0765 1.4390 -0.0308 0.2256
H -1.8695 2.2047 0.9115 0.2368
H -1.7157 2.0502 -0.9970 0.2099
H 0.5768 1.9826 -1.5444 0.4151
H 3.0694 1.1695 0.8953 0.3917
H 3.0080 -1.7945 -0.3914 0.4287
H 2.3663 2.6370 0.8400 0.4331
H -1.4989 0.2064 2.0457 0.3928
H -2.2082 -1.1912 1.4338 0.3859
H 2.5214 -0.4229 -1.4879 0.4283
H 2.1690 1.4222 -0.4467 0.4466
H 0.4788 0.4165 -2.1713 0.3950

12.
32
Properties=species:S:1:pos:R:3:nbo_charge:R:1 method="wB97M-V/def2-TZVPD" energy_ev=-24855.6369 gap_ha=0.129 e_homo_ev=-5.3
C 3.4810 -2.0402 1.1389 -0.4861
C 2.9399 -0.7946 1.1803 -0.0083
N 2.3061 -0.1949 0.0384 -0.6576
C 1.3060 0.7404 0.3662 0.7214
N 1.5085 2.1193 0.2680 -0.9676
P 2.9418 2.7813 0.9579 1.4676
N 2.7481 4.2955 1.2433 -1.2734
N 0.1574 0.3002 0.7190 -0.3972
C -1.0589 1.0620 1.0305 -0.2434
C -2.1510 0.4393 0.1507 -0.6491
H 4.2916 -2.3129 0.4750 0.2296
H 3.0975 -2.7975 1.8108 0.2339
H 3.0544 -0.1710 2.0616 0.1977
H 1.8463 -0.9586 -0.4440 0.4273
H 1.3762 2.4497 -0.6846 0.4460
H 3.1470 2.0735 2.1502 -0.0654
H 4.0109 2.5783 0.0679 -0.0526
H 3.4336 4.8447 0.7414 0.3841
H 0.0409 -0.7115 0.7582 0.4477
H -1.2610 0.9632 2.0929 0.2271
H -0.9686 2.1144 0.8033 0.2380
H -2.6727 1.2064 -0.4086 0.2303
H -2.8476 -0.1371 0.7448 0.2405
H -1.6558 -0.2200 -0.5671 0.2661
C -3.9973 -1.8841 -2.6696 -0.6287
C -3.2452 -2.5441 -1.4911 -0.0146
O -1.9101 -2.5694 -1.7297 -0.9744
H -3.8511 -2.4539 -3.5886 0.1921
H -5.0811 -1.8387 -2.4739 0.1670
H -3.6478 -0.8601 -2.8309 0.1711
H -3.7720 -3.5186 -1.3338 0.0860
H -3.5668 -1.9611 -0.5777 0.0450